# 1
The following is a quantum chemistry calculation of 18 unconnected molecules or ions with the total composition H36O18 in a non-equilibrium geometry, from the Open Molecules 2025 dataset.

Geometry as XYZ:
```
54
Properties=species:S:1:pos:R:3:forces:R:3
O -1.5840 1.8867 5.0409 -0.235 -0.025 0.062
H -2.4458 1.9124 4.6087 0.117 0.078 0.040
H -1.0244 1.4475 4.3965 0.201 -0.042 -0.208
O -2.9678 -2.9704 -4.1737 -0.690 -0.941 -2.668
H -3.0557 -3.8595 -3.8333 0.107 0.073 0.388
H -2.7420 -2.3992 -3.4820 0.564 0.672 2.055
O 1.7440 1.3757 3.4989 0.085 0.591 2.002
H 1.7885 0.6654 4.1704 -0.008 0.302 -0.698
H 1.9275 2.1697 4.0510 -0.255 -0.557 -0.782
O -3.3444 -1.3692 0.7451 0.186 0.215 -0.733
H -3.9965 -1.5079 1.4391 0.616 -0.187 0.228
H -2.4237 -1.5454 1.0128 -0.485 -0.015 0.840
O 0.8743 -1.2959 -3.9316 0.157 -0.302 1.897
H 0.5450 -1.8726 -4.6035 0.210 0.146 -1.174
H 1.3593 -0.5033 -4.1512 -0.154 -0.193 -0.979
O -2.5675 1.6864 1.4332 1.055 -2.138 -0.810
H -1.9156 1.1428 0.9218 0.379 1.741 -0.227
H -2.9084 0.8142 1.6870 -1.403 0.368 0.936
O 2.0051 -2.0888 -1.0212 -0.617 0.822 -0.361
H 2.4995 -2.8126 -1.4109 -0.153 0.014 -0.330
H 1.3759 -1.7381 -1.7075 0.746 -0.692 0.639
O 1.8913 0.0652 1.3808 -0.867 -1.411 0.025
H 1.7502 0.9905 1.5405 0.261 0.913 0.419
H 2.4109 -0.0091 0.5914 0.009 -0.009 -0.603
O 1.2209 3.0372 -1.2517 -0.026 1.372 -0.033
H 1.9956 3.6168 -1.0603 -0.492 -0.590 -0.393
H 0.5399 3.4443 -0.6679 0.100 -0.349 -1.081
O -2.0254 -2.3967 -1.6158 -0.254 -0.289 0.428
H -2.5292 -2.7673 -0.8836 -0.089 -0.630 -0.033
H -2.2749 -1.4903 -1.4526 0.404 1.035 -0.219
O -3.5272 1.9939 -2.5462 -1.352 -0.393 -1.470
H -3.3525 1.2149 -3.1140 -0.005 0.673 1.033
H -3.1376 1.8815 -1.6861 0.380 -0.618 0.171
O -0.6197 -1.1883 2.3049 -0.691 1.234 -0.766
H 0.0619 -0.6206 1.8981 0.135 -0.374 0.175
H -0.1698 -1.7622 2.9094 0.365 -0.664 0.253
O 2.3693 2.9305 0.9103 -1.522 1.118 1.088
H 1.6834 2.6566 0.2563 1.267 -0.291 0.901
H 3.1125 2.3558 0.7974 0.464 -0.416 -0.178
O 4.2788 -1.3771 2.3383 1.138 0.123 -0.135
H 3.5799 -1.8345 2.7995 -0.498 0.013 -0.275
H 3.9958 -1.1595 1.4432 -0.504 -0.273 0.533
O 0.0209 -3.9118 2.2391 0.129 -0.271 0.340
H 0.6183 -3.7593 1.4964 -0.399 -0.067 -0.113
H -0.7631 -4.3791 1.9246 0.383 0.174 -0.190
O -0.7892 0.0803 -2.3718 0.564 -0.307 2.418
H -1.1900 -0.2096 -3.1780 0.166 0.901 -0.848
H -0.5483 0.9992 -2.1552 -0.884 -0.405 -1.162
O -1.2684 2.8481 -1.9149 -0.258 2.573 -0.057
H -0.9107 3.1593 -2.7612 0.378 -0.618 0.052
H -1.8440 3.6478 -1.7727 0.311 -1.386 0.353
O 3.9465 1.3210 -0.1829 1.711 -3.428 -1.948
H 3.6077 0.7548 -0.9439 0.082 1.420 1.022
H 4.7227 0.7293 0.0383 -0.831 1.310 0.177
```
Forces are in eV/Å.

Output
E	-1375.80760	a.u.
LUMO energy	-0.202	eV
ΔE to the lowest compared entry with this formula, charge and spin	112.52	kcal per mole
maximum force	0.084	Eh/bohr


# 2
The following is a quantum chemistry calculation of 18 unconnected molecules or ions with the total composition H36O18 in a non-equilibrium geometry, from the Open Molecules 2025 dataset.

Geometry as XYZ:
```
54
Properties=species:S:1:pos:R:3:forces:R:3
O 0.0906 -3.8661 0.7997 -0.102 0.580 -0.052
H 0.2647 -4.8025 0.8118 -0.028 -0.461 0.130
H -0.4427 -3.6543 1.5623 -0.526 -0.349 0.305
O -1.4403 1.2997 1.4619 -0.482 0.065 0.241
H -2.3328 1.5546 1.6856 -0.438 0.039 0.109
H -1.5520 0.4877 0.9604 -0.188 -0.032 -0.046
O -4.1996 2.1486 -0.5698 -0.943 -0.174 1.069
H -3.3318 2.4783 -0.3444 0.449 0.045 0.050
H -4.6597 2.0333 0.2968 0.526 0.133 -1.149
O 1.7023 -2.6096 -0.8341 -0.319 -0.889 -0.176
H 1.5007 -1.7325 -0.5151 0.230 -0.053 0.266
H 2.2380 -2.5887 -1.6187 0.299 0.723 -0.518
O -3.1374 -1.5395 -1.1157 -0.128 -0.103 -0.536
H -2.5010 -1.4228 -0.4159 0.299 -0.010 0.215
H -2.6366 -1.8223 -1.9001 -0.422 -0.010 0.405
O -0.0415 4.2471 2.9827 0.462 -0.546 -0.331
H -0.6022 4.6256 3.6537 -0.114 0.296 0.247
H 0.3693 4.9647 2.4899 -0.338 0.150 -0.032
O -3.0838 -3.2251 -3.6925 0.690 1.979 -2.037
H -3.4072 -2.7132 -4.4878 -0.668 -1.091 1.113
H -2.2003 -2.8190 -3.8187 0.180 -0.811 0.780
O -2.9314 -0.9068 3.6670 1.092 -1.096 -0.693
H -3.1740 -1.5193 4.3747 -0.445 0.999 -0.086
H -3.3261 -0.0432 3.6552 -0.598 0.065 0.802
O 1.6209 -1.9430 -5.4143 0.998 1.468 2.635
H 1.6789 -1.5707 -4.4734 -1.283 -1.071 -1.363
H 2.5217 -1.6199 -5.5483 0.280 -0.452 -1.271
O 3.9734 -2.8105 -3.1378 -1.448 -0.977 0.908
H 3.7132 -3.6060 -2.5856 1.123 1.288 -1.169
H 4.9164 -2.7825 -3.2833 0.315 -0.386 0.281
O 1.9006 -1.9643 1.8355 -0.639 0.957 -0.495
H 1.2575 -2.6312 2.1148 1.042 -0.024 0.010
H 2.7703 -2.0282 2.2227 -0.140 -0.523 0.500
O 0.9693 1.7151 1.3612 1.460 2.757 -1.369
H 0.6190 2.5744 1.6441 -1.450 -0.534 1.754
H 1.3595 2.2812 0.6342 0.446 -1.863 -0.123
O -0.4540 0.3644 -1.2088 -0.550 -1.116 1.435
H -0.4684 -0.5992 -1.2736 -0.257 -0.163 -0.977
H -0.1804 0.3612 -0.2632 0.167 1.214 -0.873
O 0.0425 5.2010 0.1392 -0.393 -0.861 1.565
H 0.7998 5.6636 -0.2043 -0.418 0.296 -1.104
H -0.7718 5.0992 -0.3726 0.990 0.570 -0.438
O 2.0505 0.6025 -0.7802 0.958 0.528 -0.551
H 2.0806 -0.3001 -1.0755 0.317 -0.207 -0.364
H 1.9158 0.5695 0.1589 0.117 -0.265 0.804
O 3.2549 2.4218 3.7122 -0.052 -0.372 -0.036
H 2.5585 2.8933 3.2392 0.004 -0.233 0.134
H 2.9147 1.5171 3.8442 0.189 0.727 0.089
O 1.2720 0.0947 4.3072 -1.376 0.408 -0.094
H 0.2957 0.1646 4.4645 1.279 -0.174 -0.068
H 1.3509 0.5586 3.4583 -0.126 -0.345 -0.090
O -1.5457 0.1384 -4.4968 -0.318 0.462 0.676
H -2.4582 0.3865 -4.2996 -0.222 -0.287 -0.355
H -1.1236 0.6738 -3.8079 0.496 -0.272 -0.124
```
Forces are in eV/Å.

Output
E	-1375.76244	a.u.
LUMO energy	-0.222	eV
ΔE to the lowest compared entry with this formula, charge and spin	140.86	kcal per mole
maximum force	0.066	Eh/bohr


Which of these has the lowest LUMO energy? number 2


What is the maximum force in the second record? 0.066 Eh/bohr


Which of these has the lowest LUMO energy? number 2